Arrangement a

The following is a DFT calculation (the ωB97M-V functional and the def2-TZVPD basis) of a 2-piece molecular cluster, C6H6OS overall.

Results
Molar mass in g mol⁻¹: 126.180
Multiplicity: 1
HOMO in Eh: -0.3257

CARTESIAN COORDINATES (ANGSTROEM)
C  2.0384  0.2439  0.8008
C  1.7648  1.5758  0.5944
C  1.3317  -0.6499  -0.0299
C  0.5993  0.0489  -0.9333
C  -1.9832  -0.8402  1.0504
C  -2.3041  -1.7140  0.1213
O  1.3217  -2.0026  0.1711
S  0.6775  1.7308  -0.7324
H  2.5769  -0.1281  1.6111
H  2.0949  2.5321  0.9030
H  -1.0587  -0.3236  0.8777
H  -2.7861  -0.5206  1.6583
H  -0.3236  -0.3782  -1.2825
H  0.7054  -2.3755  -0.4724


Arrangement b

The following is a DFT calculation (the ωB97M-V functional and the def2-TZVPD basis) of C6H6OS as an isolated structure.

Results
Molar mass in g mol⁻¹: 126.180
Multiplicity: 1
HOMO in Eh: -0.3158

CARTESIAN COORDINATES (ANGSTROEM)
C  1.8699  -0.4151  -1.3774
C  0.7240  -0.4028  -0.2973
C  0.3259  -1.1661  0.7561
C  -1.1367  -0.3846  0.9625
C  -0.7859  1.0990  0.8271
C  -0.2469  0.7595  -0.5406
H  2.5955  -1.1094  -1.0510
H  0.6912  -2.1034  0.9990
H  -2.0005  -0.8915  1.5556
H  -0.1084  1.5334  1.7175
H  -1.7753  1.6363  0.8949
H  -0.0448  1.7051  -1.0513
O  1.7009  0.0102  -2.6303
S  -1.8089  -0.2703  -0.7646


Stability, lowest: arrangement a


Arrangement a

The following is a DFT calculation (the ωB97M-V functional and the def2-TZVPD basis) of an isolated molecule of CHClF2OS.

Results
Molar mass in g mol⁻¹: 134.534
Multiplicity: 1
HOMO in Eh: -0.2913

CARTESIAN COORDINATES (ANGSTROEM)
C  -1.0079  0.4245  -0.2547
O  2.4224  -1.6564  -0.1136
F  -1.5735  -0.7366  0.0189
F  -1.8348  1.4979  0.0153
S  2.2554  -0.2564  0.3972
Cl  0.2809  0.1057  1.1996
H  -0.5426  0.6212  -1.2627


Arrangement b

The following is a DFT calculation (the ωB97M-V functional and the def2-TZVPD basis) of a 2-piece molecular cluster, CHClF2OS overall.

Results
Molar mass in g mol⁻¹: 134.534
Multiplicity: 1
SMILES: FC(F)Cl.O=S
HOMO (alpha / beta) in Eh: -0.3563 / -0.3563

CARTESIAN COORDINATES (ANGSTROEM)
F  0.7615  0.8010  1.1398
C  1.0310  0.1845  -0.0142
F  1.0583  1.1231  -0.9623
Cl  2.6104  -0.6215  0.0905
H  0.2418  -0.5498  -0.2364
O  -2.1381  -0.6218  -0.1076
S  -3.5647  -0.3154  0.0901


Stability, lowest: arrangement a


Arrangement a

The following is a DFT calculation (the ωB97M-V functional and the def2-TZVPD basis) of a 2-piece molecular cluster, C5H14 overall.

Results
Molar mass in g mol⁻¹: 74.167
Multiplicity: 2
Charge: +1
HOMO (alpha / beta) in Eh: -0.5545 / -0.5542
<S²>: 0.753

CARTESIAN COORDINATES (ANGSTROEM)
C  -0.3054  2.5287  -1.1563
C  -0.3215  2.3669  0.3625
H  -0.7360  3.5013  -1.4135
H  0.7069  2.6306  -1.5513
H  -0.8976  1.7693  -1.6642
H  0.3031  1.5082  0.6260
H  -1.3132  2.0913  0.7261
H  0.0464  3.2497  0.8717
C  0.7484  -1.3707  0.3978
C  -0.2939  -1.0581  -0.6236
C  0.3392  -2.8114  1.0806
H  0.8860  -0.5484  1.1041
H  1.7997  -1.5523  0.0831
H  -0.1725  0.0101  -0.8300
H  -0.2918  -1.7715  -1.4523
H  -0.6222  -2.6277  1.5513
H  1.1685  -3.0015  1.7670
H  -1.3008  -1.3097  -0.2228
H  0.2566  -3.6050  0.3437


Arrangement b

The following is a DFT calculation (the ωB97M-V functional and the def2-TZVPD basis) of a 2-piece molecular cluster, C5H14 overall.

Results
Molar mass in g mol⁻¹: 74.167
Multiplicity: 2
Charge: +1
HOMO (alpha / beta) in Eh: -0.5385 / -0.5384
<S²>: 0.753

CARTESIAN COORDINATES (ANGSTROEM)
C  0.9622  -1.5697  -1.8807
C  0.8516  -0.8443  -3.2185
H  1.0770  -2.6412  -1.9724
H  1.7983  -1.2083  -1.2722
H  0.1240  -1.3314  -1.2084
H  1.7369  -1.1047  -3.8082
H  0.8019  0.2332  -3.1253
H  -0.0379  -1.1731  -3.7537
C  -0.7791  0.6205  1.0984
C  -1.4663  0.2808  2.4258
C  0.3347  1.5986  1.7734
H  -0.3466  -0.2032  0.5335
H  -1.4684  1.1244  0.4248
H  -2.1812  1.0263  2.7456
H  0.4310  2.2988  0.9181
H  -0.0108  2.1572  2.6404
H  -0.8005  -0.0553  3.2193
H  -1.9975  -0.6473  2.0955
H  1.1874  0.9554  1.9884


Stability, lowest: arrangement a


Arrangement a

The following is a DFT calculation (the ωB97M-V functional and the def2-TZVPD basis) of a 2-piece molecular cluster, C5H9O overall.

Results
Molar mass in g mol⁻¹: 85.126
Multiplicity: 1
Charge: +1
HOMO in Eh: -0.5211

CARTESIAN COORDINATES (ANGSTROEM)
C  0.8059  2.2886  -0.3098
C  -0.5147  -1.1351  1.0611
C  0.9438  0.8671  -0.6223
C  -1.8130  -1.3882  1.1652
C  0.7041  -0.3737  -1.3124
O  1.5876  1.2802  0.3836
H  1.3718  2.9142  -1.0515
H  0.0576  2.7327  0.4906
H  0.0058  -0.2429  1.4433
H  0.0902  -2.0432  0.7999
H  -2.5524  -0.5220  1.4893
H  -2.3307  -2.2589  0.9252
H  1.5598  -0.8454  -1.7750
H  0.1373  -1.0146  -0.6376
H  -0.0530  -0.2591  -2.0495


Arrangement b

The following is a DFT calculation (the ωB97M-V functional and the def2-TZVPD basis) of an isolated ion of composition C5H9O and charge +1.

Results
Molar mass in g mol⁻¹: 85.126
Multiplicity: 1
Charge: +1
HOMO in Eh: -0.5974

CARTESIAN COORDINATES (ANGSTROEM)
C  1.1679  -0.2534  0.1767
C  0.5420  1.0178  -0.2854
C  0.1512  -1.2879  -0.2918
C  -1.6289  0.0586  0.6400
C  -0.8955  0.7337  -0.4738
O  -1.0579  -0.6214  -0.5002
H  2.1319  -0.5353  -0.1364
H  1.1704  -0.3217  1.3324
H  0.8503  1.7814  0.3804
H  1.0890  1.3214  -1.2459
H  0.3965  -1.7617  -1.3067
H  0.1289  -2.2178  0.2826
H  -1.3381  0.0229  1.6496
H  -2.6699  0.0462  0.5642
H  -1.3549  1.2547  -1.4566


Stability, lowest: arrangement a